[1]
# CH3ClN2O

A molecular structure, CH3ClN2O at a distorted geometry (the ωB97M-V functional and the def2-TZVPD basis, the OMol25 dataset).

```
8
Properties=species:S:1:pos:R:3:forces:R:3:nbo_charge:R:1
C -1.188124 0.133178 0.226661 -1.1 -0.8 0.5 0.49
N -0.211280 -0.679169 -0.122515 3.9 2.3 -1.4 -0.52
N 1.321932 0.299378 -0.704313 -3.5 -2.4 0.2 -0.43
O -1.181012 1.336863 0.179561 0.2 0.9 -0.1 -0.63
Cl 2.561937 -0.162672 0.322188 0.3 0.1 0.5 0.16
H -2.069473 -0.436587 0.600206 0.1 0.1 -0.1 0.12
H -0.135180 -1.677940 -0.100543 0.0 -0.2 0.0 0.41
H 0.901200 1.186948 -0.401246 0.1 -0.1 0.4 0.39
```
Positions in Å, forces in eV/Å.

Summary:
Frontier orbital gap ... 9.6 eV
HOMO ... -10.3 eV
Energy above the lowest of the compared OMol25 structures with the same formula, charge and spin ... 58.2 kcal per mole
Calculated total energy ... -18632.266 eV
Total charge ... 0

***

[2]
# C4H3NS

C4H3NS in the gas phase at a distorted geometry (the ωB97M-V functional and the def2-TZVPD basis, the OMol25 dataset).

```
9
Properties=species:S:1:pos:R:3:forces:R:3:nbo_charge:R:1
C -1.712807 0.695090 2.801493 2.9 -2.8 -1.5 -0.02
C -2.599149 1.522013 3.127167 -2.3 2.1 1.1 0.09
C -0.094033 -0.596643 1.462404 3.7 -3.4 0.1 0.14
C 0.052751 -0.073309 0.091274 -2.0 -0.5 -0.7 -0.67
N -0.927386 -0.092448 2.255024 -2.4 2.1 1.8 -0.24
S 0.758878 -2.003808 2.055171 -1.1 1.7 -0.6 -0.05
H -1.020104 -0.304660 -0.173765 0.9 0.4 -0.8 0.24
H 0.703762 -0.699922 -0.543367 -0.1 0.6 0.6 0.26
H 0.133625 1.015567 0.010932 0.4 -0.3 0.1 0.25
```
Positions in Å, forces in eV/Å.

Summary:
Frontier orbital gap (spin up / spin down) ... 5.9 / 6.4 eV
HOMO (spin up / spin down) ... -9.2 / -9.3 eV
Energy above the lowest of the compared OMol25 structures with the same formula, charge and spin ... 117.9 kcal per mole
Calculated total energy ... -16515.135 eV
Total charge ... 0

***

[3]
# C24H42Br12O6

9 unconnected molecules or ions with the total composition C24H42Br12O6 at a distorted geometry (the ωB97M-V functional and the def2-TZVPD basis, the OMol25 dataset).

```
84
Properties=species:S:1:pos:R:3:forces:R:3:mulliken_charge:R:1
O -0.630771 -2.078242 -2.291289 -0.7 -0.1 0.8 -0.60
C -1.678682 -1.724584 -2.763956 0.8 -0.2 -0.9 0.37
C -3.094322 -1.605204 -2.225921 0.8 -2.8 -1.7 0.92
C -3.863275 -1.013698 -3.410859 -0.8 1.6 2.2 -0.37
C -2.913142 -0.739217 -4.523458 1.4 -0.7 0.3 -0.04
O -1.660087 -1.358339 -4.066404 -0.5 0.6 -1.2 -0.41
H -3.442812 -2.679867 -2.029635 0.5 1.6 0.3 0.23
H -2.995516 -1.002061 -1.369822 -0.5 0.6 1.3 -0.66
H -4.654514 -1.653131 -3.723286 -0.7 -0.4 -0.1 0.40
H -4.258780 -0.084729 -2.965000 -0.4 -0.2 -0.8 -0.09
H -3.264787 -1.231134 -5.425349 0.4 0.0 -0.3 0.30
H -2.675393 0.307814 -4.714236 -0.2 0.0 0.0 -0.03
O -1.605884 -0.434306 0.658416 -0.3 -0.3 0.3 -0.44
C -1.533273 -1.257101 1.547763 0.9 0.4 -1.3 0.29
C -1.353503 -2.753367 1.394462 -1.7 -0.7 0.6 -0.26
C -1.725769 -3.263338 2.816129 2.1 0.1 0.2 -0.59
C -1.225187 -2.086508 3.674352 0.7 0.7 -0.6 -0.25
O -1.442401 -0.872935 2.812477 -0.1 -1.3 1.3 -0.24
H -2.006352 -3.158521 0.588982 0.7 0.4 0.5 0.27
H -0.312766 -2.949519 1.199770 0.4 0.0 -0.4 0.27
H -2.788301 -3.371023 2.954427 -0.4 0.0 -0.1 0.32
H -1.201865 -4.177557 3.201289 -0.5 0.6 -0.8 0.33
H -1.880652 -2.020162 4.508109 -0.3 0.6 0.9 0.28
H -0.130277 -2.042988 4.017458 -1.6 -0.4 -0.7 -0.03
O 3.894226 1.004267 1.712945 -1.1 -0.5 -1.8 -0.81
C 3.194245 0.811549 0.716532 1.7 0.7 2.4 0.48
C 2.982312 1.770629 -0.413042 0.0 1.3 -0.5 -0.75
C 1.641516 1.318084 -0.976311 2.7 -1.9 -1.7 0.02
C 1.718704 -0.213636 -0.612680 -2.7 0.6 -1.1 0.51
O 2.463463 -0.305171 0.573431 1.0 0.6 0.6 0.01
H 3.100962 2.843695 -0.137165 -0.4 -0.9 0.4 0.36
H 3.761686 1.684820 -1.185919 0.0 -0.6 0.3 0.27
H 0.804093 1.857852 -0.730894 -2.0 0.9 1.7 0.42
H 1.629142 1.451991 -2.050802 0.2 -0.3 -0.4 -0.25
H 0.679848 -0.536167 -0.371472 0.9 -0.3 -0.4 -0.72
H 2.177967 -0.839930 -1.402935 -0.3 0.4 0.4 0.21
Br -1.840006 2.090722 -2.201215 -0.1 -0.4 0.2 0.09
C -2.548461 3.674224 -3.035686 -1.8 0.2 0.4 -0.63
C -3.957488 4.122287 -2.469885 1.4 -0.6 0.0 -0.56
Br -3.896890 4.628966 -0.608277 0.1 0.2 0.2 -0.17
H -2.770463 3.424228 -4.055335 0.3 -0.2 -0.6 0.26
H -1.717555 4.354711 -2.988763 -0.2 0.7 0.1 0.41
H -4.662149 3.292139 -2.498963 0.2 -0.1 -0.2 0.25
H -4.383352 4.960680 -3.014499 0.3 0.0 -0.1 0.43
Br 6.962297 -1.047701 -0.634750 0.3 -0.3 -0.2 -0.19
C 6.030945 -2.744671 -0.397032 -0.4 1.1 0.1 -0.68
C 5.426623 -2.703862 0.950500 0.0 0.4 1.0 -0.04
Br 4.216795 -4.128535 1.181710 -0.9 -1.2 0.0 -0.14
H 6.609868 -3.611591 -0.537815 1.4 -0.7 -0.1 0.49
H 5.299902 -2.788875 -1.158611 -0.9 0.3 -0.7 0.40
H 4.889791 -1.801857 1.197808 -0.2 0.4 -0.3 -0.23
H 6.142877 -2.848501 1.738456 0.6 0.0 0.1 0.38
Br -5.643008 -1.031671 2.820828 0.1 -0.8 0.1 -0.18
C -5.314615 0.816622 2.511983 -1.1 1.3 -0.1 -0.42
C -4.410846 1.099104 1.349618 -0.9 1.1 -1.3 0.11
Br -5.301646 0.594635 -0.340054 0.3 -0.3 0.1 -0.13
H -4.818887 1.191693 3.383664 0.3 0.2 0.6 0.30
H -6.349919 1.301915 2.471875 1.6 -0.6 -0.3 0.37
H -3.397372 0.763737 1.378300 0.3 -1.1 0.1 -0.14
H -4.265339 2.149855 1.107109 -0.4 0.3 0.7 0.09
Br -1.827778 2.420655 4.197074 0.2 0.0 0.0 -0.24
C -0.107362 2.145135 3.265879 -0.4 -0.8 0.2 -0.12
C 0.737790 1.049825 3.952003 -0.5 -0.2 -1.1 1.17
Br 1.178835 1.477359 5.763732 0.2 0.0 0.3 -0.12
H 0.325550 3.155745 3.187739 0.0 -0.8 0.0 0.57
H -0.468105 1.716126 2.321029 0.5 0.4 0.0 -0.26
H 1.674472 0.878851 3.389322 -0.4 0.3 0.3 -0.51
H 0.194171 0.076110 3.934933 0.4 1.1 0.2 -0.42
Br 2.101422 0.026055 -4.631938 -0.5 0.7 -0.4 -0.17
C 0.470288 1.037611 -5.198593 -0.1 -1.1 0.6 -0.10
C 0.448168 1.393406 -6.644505 0.1 0.2 0.5 -0.57
Br -1.333851 2.038577 -7.074302 0.1 -0.1 -0.1 -0.20
H 0.303464 1.875328 -4.515311 0.3 -0.2 -0.2 0.31
H -0.281856 0.274435 -5.054774 -0.2 0.0 0.4 -0.17
H 0.771141 0.609982 -7.280923 -0.4 -1.1 -0.5 0.43
H 1.121824 2.155799 -6.877575 0.8 1.6 -0.2 0.47
Br 2.890013 -1.905829 4.000866 0.5 0.2 -0.1 -0.17
C 4.205231 -0.393601 4.397138 -1.8 -1.6 0.7 -0.40
C 5.551328 -0.959691 4.611707 1.1 0.2 -2.1 -0.41
Br 6.578950 0.510592 5.352109 0.3 0.0 0.0 -0.16
H 3.746412 -0.085220 5.326598 0.2 0.7 -0.1 0.36
H 4.060153 0.223716 3.534503 0.3 0.5 -0.1 0.31
H 6.023233 -1.286728 3.646156 -0.3 0.6 0.9 0.14
H 5.625587 -1.790719 5.260052 -0.2 -0.6 1.0 0.47
```
Positions in Å, forces in eV/Å.

Summary:
SMILES ... O=C1CCCO1.O=C1CCCO1.O=C1CCCO1.BrCCBr.BrCCBr.BrCCBr.BrCCBr.BrCCBr.BrCCBr
Frontier orbital gap ... 9.8 eV
HOMO ... -9.8 eV
Calculated total energy ... -878364.653 eV
Total charge ... 0